{"formula": "C18H45AsCl2F8N6O11S2Tl", "method": "ωB97M-V/def2-TZVPD", "species": ["Tl", "As", "F", "F", "F", "F", "F", "F", "N", "S", "O", "O", "F", "S", "O", "O", "F", "Cl", "C", "C", "Cl", "H", "H", "H", "H", "C", "C", "C", "O", "H", "H", "H", "H", "H", "H", "H", "H", "C", "C", "C", "O", "H", "H", "H", "H", "H", "H", "H", "H", "O", "C", "N", "C", "H", "H", "H", "H", "H", "O", "C", "N", "C", "H", "H", "H", "H", "H", "O", "C", "N", "C", "H", "H", "H", "H", "H", "O", "C", "N", "C", "H", "H", "H", "H", "H", "O", "C", "N", "C", "H", "H", "H", "H", "H"], "xyz": [[1.347808, -2.010310, 2.013972], [3.141677, 1.586595, 4.204874], [2.538760, 0.317280, 3.154153], [1.597416, 1.577141, 5.097403], [3.802276, 2.762418, 5.271022], [4.649441, 1.433330, 3.298421], [2.541500, 2.795676, 3.108508], [3.658821, 0.291083, 5.343082], [0.028777, -0.144768, 0.433650], [-1.268804, -0.052180, -0.364936], [-1.285411, -0.723549, -1.646283], [-2.188149, 1.014016, -0.147157], [-2.033873, -1.180183, 0.508485], [0.719742, 1.247587, -0.147212], [0.196736, 2.486028, 0.393358], [1.127192, 1.305573, -1.513258], [2.090174, 1.021512, 0.659164], [-5.783674, -0.060911, -0.350353], [-5.700779, 1.475143, 0.485746], [-6.973889, 2.293996, 0.253320], [-6.867399, 3.128117, -1.246069], [-4.789014, 1.982699, 0.183396], [-5.655568, 1.246602, 1.552590], [-7.244349, 2.977257, 1.059322], [-7.834270, 1.622595, 0.222125], [-1.162586, -0.897941, -6.576962], [-1.561233, -1.209501, -5.150252], [-2.598226, -2.290041, -4.912401], [-0.337841, -1.512219, -4.445888], [-1.811225, -0.175882, -7.072350], [-1.161696, -1.795822, -7.204914], [-0.133832, -0.551054, -6.656694], [-1.926025, -0.280174, -4.693540], [-3.089539, -2.150603, -3.949560], [-2.160694, -3.282730, -4.985967], [-3.334835, -2.028217, -5.678904], [-0.495809, -1.259553, -3.528627], [2.026754, 6.438226, -0.084413], [2.619574, 5.321049, -0.946559], [3.145488, 4.239811, 0.018523], [1.657667, 4.764907, -1.817022], [1.683336, 7.233930, -0.750470], [2.802242, 6.843157, 0.564267], [1.146837, 6.135079, 0.480360], [3.491669, 5.614049, -1.535299], [2.348302, 3.818480, 0.632872], [4.024070, 4.621102, 0.534616], [3.475538, 3.332955, -0.507364], [1.346629, 3.931356, -1.446408], [4.264039, -1.410947, 1.097161], [5.072441, -0.577453, 0.686975], [4.705613, 0.415313, -0.127044], [6.449995, -0.488871, 1.312766], [3.754680, 0.449487, -0.448473], [5.349964, 1.173049, -0.275318], [7.151009, -0.119078, 0.566154], [6.724114, -1.448658, 1.739957], [6.339982, 0.211274, 2.144023], [-0.322688, -3.915496, 0.442782], [-1.004358, -4.255638, -0.529083], [-2.211566, -3.727109, -0.825205], [-0.604256, -5.443455, -1.387682], [-2.453040, -3.012703, -0.158086], [-2.912472, -4.217875, -1.348606], [0.249741, -5.834209, -0.833552], [-0.318162, -5.014757, -2.348417], [-1.330050, -6.248952, -1.458550], [2.008010, -1.979845, -0.926706], [2.465716, -2.098069, -2.079132], [2.759621, -0.991665, -2.759119], [2.721421, -3.453132, -2.712914], [2.438502, -0.141086, -2.316849], [3.400621, -0.986588, -3.533671], [2.507716, -4.209299, -1.965965], [3.743192, -3.494357, -3.085185], [2.023844, -3.455016, -3.552962], [-0.719413, 0.157297, 3.171597], [-1.275177, 1.183218, 3.579039], [-1.700000, 2.115805, 2.721569], [-1.413878, 1.482677, 5.042389], [-1.634944, 1.956891, 1.722145], [-1.839684, 3.062704, 3.036909], [-2.465983, 1.404609, 5.321258], [-1.002462, 2.457675, 5.305288], [-0.836490, 0.801087, 5.664388], [-1.571311, -2.573659, 3.030312], [-2.795107, -2.769960, 2.999112], [-3.245968, -3.771638, 2.235813], [-3.722443, -1.742086, 3.568416], [-2.575722, -4.442286, 1.897054], [-4.242062, -3.903437, 2.165095], [-4.672798, -2.179999, 3.868153], [-3.834580, -0.952313, 2.823512], [-3.235313, -1.264555, 4.416285]], "atomic_forces_ev_per_a": [[-0.1, 0.3, -0.4], [0.5, -1.0, 2.0], [-0.6, -0.5, -0.4], [0.5, 0.2, -0.8], [-0.1, -0.1, -0.4], [-0.5, 0.3, 0.3], [0.1, -0.4, 0.2], [-0.2, 1.0, -1.2], [2.5, 2.7, -0.6], [-6.9, -5.0, -1.6], [0.9, 1.4, 0.6], [0.9, 1.2, -0.2], [0.3, -0.1, 0.4], [3.2, 2.6, 3.0], [0.1, -1.9, -0.5], [-0.3, -0.9, -0.2], [-1.0, 0.0, -0.7], [0.1, -0.7, -0.5], [-0.6, 0.6, 1.2], [-0.2, -1.0, 0.8], [-0.1, 0.8, -1.2], [-0.1, 0.1, -0.1], [0.2, 0.0, 0.0], [0.7, 0.2, 0.0], [0.2, -0.1, -0.2], [0.0, -0.8, -0.9], [1.1, 0.9, 0.9], [-0.2, 1.0, -0.5], [0.0, -0.2, 0.2], [-0.1, 0.0, 0.2], [-0.2, -0.1, 0.1], [-0.1, 0.3, 0.4], [-0.2, 0.0, -0.1], [0.2, -0.1, 0.1], [-0.2, 0.0, -0.3], [-0.3, -0.9, 0.0], [0.1, -0.1, 0.1], [0.1, 0.7, -1.1], [0.2, -1.5, 1.5], [0.0, -0.6, -0.9], [-0.1, 0.1, -0.4], [0.1, 0.1, 0.1], [-0.1, 0.0, 0.1], [0.2, -0.4, 0.1], [-0.3, 0.6, -0.2], [0.1, 0.7, 0.6], [-0.3, -0.1, 0.6], [0.2, 0.3, -0.5], [-0.1, 0.1, 0.0], [-0.2, -0.8, -0.1], [-0.6, 1.1, 0.9], [0.7, -0.5, -0.2], [-0.3, -0.2, -0.1], [0.0, 0.2, 0.1], [-0.2, 0.1, -0.1], [0.2, -0.1, 0.2], [0.2, 0.0, -0.2], [0.0, 0.1, -0.1], [-0.2, 0.6, -0.5], [-0.8, -1.7, 0.1], [0.8, 0.5, 1.0], [1.0, 0.7, 0.9], [-0.6, 0.3, -0.3], [0.1, 0.1, -0.2], [0.2, -0.2, -0.6], [0.0, -0.5, -0.2], [-0.3, 0.3, -0.2], [0.1, 0.1, -0.4], [0.3, -0.5, 1.0], [0.0, 0.1, 0.1], [-0.4, 1.1, 0.2], [0.1, 0.3, -0.4], [-0.2, 0.0, -0.2], [0.1, -0.2, -0.2], [0.0, -0.2, 0.0], [0.0, -0.5, -0.1], [-0.3, -0.4, -0.6], [0.7, 0.8, 0.3], [-0.2, -0.3, -0.1], [0.2, -0.3, 0.8], [0.1, 0.1, 0.0], [0.0, -0.1, 0.1], [0.0, 0.2, -0.1], [-0.2, 0.2, -0.4], [0.0, -0.3, -0.3], [0.0, 0.4, 1.0], [1.5, 0.3, -1.5], [-0.8, 0.2, 0.7], [0.0, 0.0, 0.4], [-0.1, 0.0, -0.1], [0.1, -0.4, -0.1], [-0.1, 0.2, -0.1], [-0.2, -0.2, -0.2], [0.0, -0.2, 0.1]], "charge": 1, "lumo_energy_ev": -10.0}

***

{"formula": "C29H26N2O6", "method": "ωB97M-V/def2-TZVPD", "species": ["C", "C", "O", "C", "O", "C", "C", "C", "C", "C", "C", "C", "N", "C", "C", "C", "C", "C", "C", "C", "C", "C", "C", "O", "N", "C", "C", "C", "C", "C", "C", "O", "C", "O", "C", "O", "C", "H", "H", "H", "H", "H", "H", "H", "H", "H", "H", "H", "H", "H", "H", "H", "H", "H", "H", "H", "H", "H", "H", "H", "H", "H", "H"], "xyz": [[2.477519, 1.359715, -3.032965], [1.564543, 2.150925, -2.117348], [0.585438, 1.262214, -1.564356], [-0.427178, 1.840273, -0.911416], [-0.594216, 3.023509, -0.839758], [-1.326248, 0.783711, -0.250495], [-2.647203, 1.443325, 0.091596], [-3.776911, 1.179247, -0.669478], [-4.984487, 1.776229, -0.358604], [-5.069729, 2.664946, 0.698498], [-3.934563, 2.970254, 1.428817], [-2.727440, 2.365956, 1.126257], [-1.511171, -0.361883, -1.124935], [-1.652765, -1.541532, -0.272481], [-3.103087, -1.702358, 0.131491], [-3.580040, -1.296902, 1.369687], [-4.920386, -1.409318, 1.692635], [-5.806628, -1.934316, 0.772084], [-5.341802, -2.339004, -0.465566], [-4.000700, -2.227738, -0.804871], [-3.542737, -2.655216, -2.166470], [-0.679127, -1.285321, 0.897481], [0.722980, -1.713136, 0.509410], [1.065957, -2.810139, 0.158718], [1.555437, -0.611665, 0.627604], [2.948094, -0.648492, 0.365481], [3.414722, -1.333448, -0.746771], [4.775249, -1.386873, -1.039120], [5.627859, -0.725302, -0.190104], [5.152536, -0.033897, 0.927477], [3.816914, 0.017812, 1.236222], [6.204703, 0.521134, 1.598543], [7.361401, 0.163591, 0.872240], [6.989237, -0.613902, -0.246645], [0.883280, 0.543889, 1.007314], [1.405187, 1.600234, 1.243598], [-0.594218, 0.227530, 1.036933], [3.215076, 2.027385, -3.468131], [1.902828, 0.899167, -3.832759], [2.991241, 0.581701, -2.473356], [1.042851, 2.949580, -2.654529], [2.118738, 2.596773, -1.284307], [-3.704630, 0.497420, -1.500582], [-5.859881, 1.547939, -0.948155], [-6.013205, 3.130017, 0.943368], [-3.986213, 3.684929, 2.236880], [-1.843902, 2.635245, 1.685707], [-0.709835, -0.459605, -1.739814], [-1.340204, -2.433584, -0.823102], [-2.912901, -0.871546, 2.102453], [-5.267808, -1.080462, 2.660348], [-6.855145, -2.024721, 1.013458], [-6.035095, -2.745448, -1.188209], [-4.394157, -2.921471, -2.787567], [-2.887492, -3.523846, -2.097534], [-2.989897, -1.852859, -2.650622], [-0.972262, -1.821012, 1.800461], [2.717824, -1.848328, -1.387054], [5.144142, -1.922092, -1.897219], [3.459181, 0.555221, 2.096317], [7.880193, 1.073983, 0.532344], [8.037016, -0.419477, 1.518199], [-1.048466, 0.638635, 1.936669]], "atomic_forces_ev_per_a": [[-0.3, 0.0, 0.3], [0.3, 0.4, -0.2], [0.0, -0.4, -0.2], [-0.3, 0.3, -0.1], [0.1, -0.1, 0.0], [0.1, 0.3, 0.0], [-0.1, 0.1, 0.0], [0.1, 0.1, 0.0], [-0.1, 0.0, 0.0], [-0.1, 0.0, 0.0], [0.0, 0.0, 0.1], [-0.1, -0.1, 0.0], [0.4, -0.1, -0.4], [0.0, -0.2, 0.2], [0.0, -0.2, 0.1], [0.0, -0.2, 0.0], [-0.1, 0.0, 0.1], [0.0, 0.0, 0.1], [0.0, 0.0, 0.0], [0.0, 0.0, 0.1], [0.0, 0.0, 0.0], [-0.3, -0.2, -0.2], [-0.2, -0.1, 0.1], [0.0, -0.1, 0.0], [0.3, 0.0, 0.1], [0.4, -0.1, -0.2], [-0.2, 0.0, 0.2], [0.3, 0.1, 0.1], [-0.4, 0.3, 0.4], [0.0, -0.4, -0.5], [0.3, 0.0, 0.0], [-0.4, 0.1, 0.1], [1.2, 0.3, 0.3], [-0.3, -0.2, -0.3], [-0.1, -0.1, 0.2], [0.0, 0.1, 0.1], [-0.2, 0.1, 0.1], [0.1, 0.1, -0.1], [0.0, 0.0, -0.1], [0.1, 0.0, 0.0], [0.1, -0.1, 0.1], [-0.1, 0.0, -0.1], [0.0, -0.1, 0.0], [-0.1, 0.0, 0.0], [-0.1, 0.0, 0.0], [0.0, 0.1, 0.1], [0.1, 0.0, 0.1], [0.0, 0.0, 0.1], [0.0, 0.1, 0.0], [0.1, 0.1, 0.1], [0.0, 0.0, 0.1], [-0.1, 0.0, 0.0], [-0.1, 0.0, -0.1], [0.0, 0.0, -0.1], [0.1, -0.1, -0.1], [0.0, 0.0, -0.1], [0.1, 0.0, 0.0], [-0.1, 0.0, 0.0], [0.0, -0.1, -0.1], [-0.1, 0.1, 0.1], [-0.2, -0.2, 0.0], [-0.2, 0.1, -0.1], [0.1, 0.0, 0.0]], "smiles": "CCOC(=O)[C@@]1(c2ccccc2)N[C@H](c2ccccc2C)[C@H]2C(=O)N(c3ccc4c(c3)OCO4)C(=O)[C@H]21", "lumo_energy_ev": 0.7}

***

{"formula": "C17H9F5N4O3OsS2", "method": "ωB97M-V/def2-TZVPD", "species": ["Os", "N", "C", "C", "C", "C", "C", "C", "S", "O", "O", "N", "C", "N", "C", "C", "C", "N", "H", "H", "H", "H", "H", "H", "H", "H", "H", "F", "C", "C", "F", "C", "F", "C", "S", "C", "F", "C", "F", "O", "C"], "xyz": [[0.590384, 1.221364, 1.190484], [-4.989163, -1.924046, -3.441095], [-4.213254, -1.564959, -2.412025], [-3.383599, -0.419507, -2.506491], [-2.595672, -0.045281, -1.455197], [-2.614586, -0.804465, -0.271379], [-3.429492, -1.946633, -0.159069], [-4.215709, -2.316333, -1.214791], [-1.655479, -0.397186, 1.041883], [-1.472068, 1.124499, 1.078631], [-2.050154, -1.016760, 2.259643], [0.029621, -0.662886, 0.812742], [0.579469, -1.242304, 1.995690], [0.627909, -2.507817, 2.268748], [1.130763, -2.801479, 3.476338], [1.568022, -1.829589, 4.369004], [1.495430, -0.506947, 3.974953], [0.999363, -0.225469, 2.767141], [-5.010358, -1.390288, -4.292622], [-5.597694, -2.722350, -3.381380], [-3.397261, 0.166290, -3.415950], [-1.988695, 0.847457, -1.522904], [-3.437559, -2.513922, 0.761635], [-4.855452, -3.185259, -1.137508], [1.180432, -3.853094, 3.729748], [1.953338, -2.097599, 5.341334], [1.823994, 0.314007, 4.598248], [6.014251, 1.931919, -2.575378], [4.787253, 2.042157, -2.150689], [4.439942, 1.467402, -0.919272], [5.341759, 0.833243, -0.202637], [3.144036, 1.590096, -0.502932], [2.779441, 1.047315, 0.709979], [2.165490, 2.264492, -1.231987], [0.570779, 2.480426, -0.609185], [2.542432, 2.834820, -2.455752], [1.648863, 3.482162, -3.171172], [3.843668, 2.722682, -2.916437], [4.192087, 3.251459, -4.064518], [0.762087, 3.594356, 3.188657], [0.695381, 2.758024, 2.445510]], "atomic_forces_ev_per_a": [[0.0, 0.3, -0.9], [0.1, 0.0, 0.1], [-0.1, 0.0, -0.1], [0.1, 0.1, 0.1], [-0.1, 0.0, -0.2], [0.1, 0.0, 0.1], [-0.2, -0.1, -0.1], [0.1, 0.0, 0.2], [0.0, 0.2, 0.2], [0.2, -0.2, 0.1], [0.0, -0.1, -0.1], [-0.1, -0.1, 0.2], [0.1, -0.2, 0.2], [0.0, 0.0, 0.0], [0.0, 0.0, 0.0], [0.0, 0.0, 0.0], [0.1, 0.0, 0.0], [-0.3, 0.0, -0.1], [0.0, 0.0, 0.0], [0.0, 0.0, 0.0], [0.0, 0.0, 0.0], [0.0, 0.0, 0.0], [0.0, 0.0, 0.0], [0.0, 0.0, 0.0], [0.0, 0.0, 0.0], [0.0, 0.0, 0.0], [0.0, 0.0, 0.0], [0.0, 0.0, 0.0], [-0.1, 0.0, 0.0], [0.1, 0.0, 0.0], [0.0, 0.0, 0.0], [-0.1, 0.1, -0.2], [-0.1, 0.0, 0.1], [0.2, -0.1, -0.1], [-0.1, 0.1, 0.3], [0.0, 0.0, 0.1], [0.0, 0.0, 0.0], [0.0, 0.0, 0.1], [0.0, 0.0, 0.0], [-0.1, 0.0, 0.0], [0.0, 0.0, 0.1]], "charge": 2, "lumo_energy_ev": [-9.7, -9.4]}

***

{"formula": "C20H20N2O2", "method": "ωB97M-V/def2-TZVPD", "species": ["C", "C", "O", "C", "C", "C", "C", "C", "N", "C", "C", "O", "C", "C", "C", "C", "C", "C", "C", "C", "C", "N", "C", "C", "H", "H", "H", "H", "H", "H", "H", "H", "H", "H", "H", "H", "H", "H", "H", "H", "H", "H", "H", "H"], "xyz": [[-7.356284, -1.725256, 1.104193], [-6.295875, -1.171512, 0.165468], [-5.264884, -0.620637, 0.959727], [-4.199699, -0.037541, 0.348775], [-4.014338, 0.050651, -1.025767], [-2.881609, 0.669610, -1.531284], [-1.925387, 1.215399, -0.691700], [-0.682299, 1.872357, -1.229120], [0.514353, 1.132395, -0.856386], [0.669816, -0.139429, -1.513906], [1.346221, 1.670511, 0.056480], [1.094804, 2.725387, 0.624609], [2.629500, 0.965625, 0.382449], [3.138820, 1.142463, 1.689664], [4.344874, 0.588519, 2.010911], [5.058779, -0.129384, 1.027802], [6.312884, -0.727543, 1.257730], [6.951103, -1.402582, 0.254498], [6.365815, -1.509374, -1.017951], [5.149907, -0.940964, -1.275250], [4.466826, -0.237733, -0.260712], [3.269402, 0.306278, -0.550013], [-2.116263, 1.123109, 0.684683], [-3.233425, 0.506079, 1.199734], [-8.167730, -2.162689, 0.529461], [-7.749339, -0.928562, 1.729741], [-6.921183, -2.486214, 1.746207], [-6.729903, -0.395796, -0.481105], [-5.895667, -1.974611, -0.469776], [-4.738641, -0.357226, -1.713386], [-2.753290, 0.730405, -2.603180], [-0.725611, 1.940480, -2.320866], [-0.575676, 2.875118, -0.806267], [1.362228, -0.774417, -0.970543], [-0.305242, -0.628580, -1.564633], [1.053186, -0.002114, -2.528590], [2.561095, 1.719295, 2.394221], [4.766466, 0.695308, 3.001079], [6.758702, -0.640296, 2.238650], [7.913498, -1.859209, 0.433229], [6.889291, -2.047509, -1.794606], [4.683835, -1.010549, -2.245726], [-1.377639, 1.548332, 1.347393], [-3.391403, 0.432401, 2.264080]], "atomic_forces_ev_per_a": [[0.4, 0.2, -0.2], [-0.3, -0.2, -0.1], [0.1, 0.1, 0.2], [0.2, 0.1, -0.1], [-0.4, -0.2, 0.1], [0.2, 0.2, 0.2], [0.0, 0.0, -0.3], [0.0, 0.3, 0.1], [-0.1, 0.1, -0.1], [0.1, -0.4, -0.1], [-0.3, 0.1, -0.1], [0.1, 0.1, 0.3], [0.5, -0.1, 0.1], [0.1, -0.1, 0.2], [-0.2, 0.1, -0.1], [-0.2, 0.0, -0.4], [0.2, -0.1, -0.1], [0.1, 0.1, 0.3], [-0.2, 0.0, -0.2], [0.2, -0.1, 0.0], [0.5, -0.1, 0.5], [-0.4, 0.4, -0.2], [-0.1, 0.0, -0.1], [-0.2, -0.1, 0.0], [-0.1, -0.1, 0.0], [-0.1, 0.1, 0.1], [0.0, -0.1, 0.1], [0.1, -0.1, 0.0], [0.0, 0.1, 0.0], [-0.1, -0.1, 0.0], [0.0, 0.0, -0.1], [0.0, 0.0, 0.1], [0.0, -0.1, -0.2], [-0.2, 0.0, -0.1], [0.0, 0.0, 0.0], [0.0, -0.1, 0.0], [0.0, 0.1, 0.0], [0.0, 0.0, 0.1], [0.1, 0.0, 0.1], [0.1, 0.0, 0.0], [0.0, 0.0, -0.1], [-0.1, 0.0, -0.1], [0.1, 0.1, 0.1], [0.0, 0.0, 0.1]], "smiles": "CCOc1ccc(CN(C)C(=O)c2ccc3ccccc3n2)cc1", "lumo_energy_ev": 0.0}

***

{"formula": "C3H5NS", "method": "ωB97M-V/def2-TZVPD", "species": ["C", "C", "C", "H", "H", "H", "H", "H", "N", "S"], "xyz": [[-0.411366, -1.812686, -0.085188], [0.268062, -0.531750, -0.413267], [1.292081, 0.175052, 0.609719], [-0.354369, -2.473315, -1.362945], [-1.564993, -1.606236, 0.472776], [0.255077, -2.535826, 0.820019], [0.523482, -0.597986, -1.532158], [-1.133709, 1.256536, 0.657070], [1.391174, 0.870248, 1.669348], [-0.897273, 0.805087, -0.712986]], "atomic_forces_ev_per_a": [[-0.6, -4.3, 1.5], [1.4, 2.4, -1.0], [-1.6, 3.7, 6.7], [-0.9, 1.6, 4.6], [3.5, -0.9, -2.2], [-2.0, 2.2, -3.2], [1.1, 0.1, 2.0], [0.4, -0.9, -2.2], [0.0, -5.6, -8.3], [-1.2, 1.6, 1.9]], "lumo_energy_ev": 0.1}